[1]
{"formula": "C24H73N12O5P4", "method": "ωB97M-V/def2-TZVPD", "symbols": ["H", "C", "C", "H", "H", "H", "C", "C", "H", "C", "H", "H", "N", "O", "H", "H", "H", "O", "C", "C", "H", "H", "H", "C", "H", "P", "H", "H", "O", "H", "H", "H", "H", "H", "H", "H", "H", "H", "H", "H", "H", "P", "N", "H", "H", "H", "N", "H", "H", "H", "H", "H", "O", "H", "H", "H", "H", "H", "H", "H", "C", "H", "C", "C", "H", "N", "H", "C", "H", "C", "H", "C", "H", "H", "C", "C", "P", "H", "H", "N", "H", "N", "H", "H", "C", "H", "H", "C", "H", "N", "N", "N", "P", "H", "C", "H", "H", "C", "H", "N", "C", "H", "H", "O", "C", "N", "H", "H", "H", "H", "H", "H", "H", "N", "H", "H", "C", "C"], "coordinates": [[0.7583, 4.9466, 0.6752], [4.9510, 3.1229, -2.6374], [-3.5773, 5.4527, 3.1619], [-1.3548, -4.8299, -2.0612], [1.1096, 2.8042, -6.0470], [-4.5491, 5.1218, 3.5357], [-5.0467, -5.4431, 0.4775], [1.6501, 3.5902, -5.5127], [-1.0309, 2.0105, 2.7085], [-2.3469, -2.0221, -1.2384], [-2.1165, -5.3014, -0.5513], [-1.2317, 2.8538, 0.3499], [-3.4795, -4.9509, -2.1342], [3.8660, -4.4631, 1.9094], [5.5053, -2.3929, 1.6555], [0.7753, 4.3947, -2.2966], [-2.0795, -6.4556, -1.8411], [-5.0989, -2.9544, -2.5360], [-0.2379, 5.4073, 0.5863], [-3.8664, -5.5409, -3.3978], [4.6252, -1.1401, 2.5102], [-3.5967, 5.4152, 2.0748], [0.7738, 0.7461, -2.3524], [0.9669, 1.6871, -1.8511], [2.1299, 4.0093, -1.2624], [2.8197, 1.9046, -3.7799], [-2.5174, 4.8867, 5.7618], [0.0611, -3.5584, 2.1331], [2.4389, 0.5647, -4.2447], [3.8789, 3.6996, -6.6991], [-0.4164, -4.2507, 0.5173], [-1.9532, 3.2848, 5.1745], [-7.4992, -4.2647, -0.9750], [-0.5242, 5.2995, -0.4597], [-4.7138, -2.0078, 0.7660], [6.0388, 3.0234, -2.5956], [3.9963, 1.9590, -6.3898], [1.8844, 4.1870, 4.2912], [-1.4893, -1.9239, -0.5774], [2.3630, -0.3049, 0.9342], [0.9138, 3.0770, 5.3566], [2.8966, -3.3763, 1.6763], [2.2732, -2.8120, 3.1090], [2.3488, -3.7248, -1.2346], [4.6057, 3.3818, -1.6306], [-2.0543, -2.4561, -2.1930], [4.3566, 1.9204, -3.1650], [2.3919, 4.5833, -2.9262], [5.0353, 0.1002, -3.9774], [-2.7414, -1.0079, -1.3380], [6.1172, 0.8838, -2.7767], [2.6595, -5.2507, -0.4027], [-0.4085, 6.2043, 3.3786], [5.2361, -0.8355, 0.8346], [-5.3277, -6.4490, 0.1395], [-0.1645, 6.4393, 0.9144], [-4.2217, -6.5708, -3.2612], [1.8756, 4.3968, -6.2119], [-6.7528, -2.7537, -0.4693], [-4.7103, -4.9922, -3.8169], [1.9239, -4.4507, -0.5324], [-0.0053, 2.1579, -1.6681], [5.0869, 0.6599, -3.0412], [1.8949, -3.7776, 4.1227], [0.5630, 2.2464, 2.1140], [1.7743, 2.5635, -2.7001], [4.7678, 3.9691, -3.3066], [1.5673, -1.5270, 3.1750], [0.9895, -1.3008, 2.2689], [-6.7776, -3.8258, -0.2781], [-3.4711, 6.4957, 3.4886], [-2.1976, -5.3866, -1.6348], [2.2549, -3.4435, 5.1052], [0.8088, -3.8976, 4.2011], [0.8921, 3.9288, 4.6743], [-2.6508, 4.1010, 5.0051], [-4.3953, -3.7246, -1.5025], [1.3693, 1.5631, -0.8418], [-5.4551, -5.2729, 1.4756], [-2.5039, 4.5949, 3.6497], [-2.6604, 3.9242, 0.1117], [-3.3016, -2.9116, -0.5652], [0.5702, 4.8018, 5.2437], [-3.0167, -1.6350, 1.0521], [1.7752, 3.9395, -2.3024], [-0.7561, -0.3441, -0.3343], [2.0096, -1.5512, -0.3374], [2.7720, -1.0405, 0.2433], [-3.6977, -3.2167, 1.5156], [1.6193, -3.8565, 0.7559], [-5.4586, -4.4163, -0.4462], [-1.2044, 4.6983, 1.4169], [-0.9999, 4.8940, 3.0432], [2.2570, -0.6942, 3.3261], [3.9892, 2.9486, -5.9174], [2.4031, -4.7193, 3.9217], [4.6405, -0.0064, -2.2962], [-3.7006, -2.4321, 0.7540], [-7.1297, -3.9977, 0.7404], [3.5665, -2.0663, 0.9258], [0.2174, -3.5511, 1.0597], [-2.5075, 3.0791, 1.5921], [0.8026, -1.5626, 3.9511], [-0.5677, 0.1243, 0.4877], [-1.9068, 3.5663, 0.8285], [2.9133, 3.0930, -4.9478], [3.4138, -0.4959, -0.4555], [1.0492, 4.0083, -4.7105], [1.0347, -4.9185, -0.9541], [-0.0343, -2.5467, 0.6910], [4.9523, 3.1084, -5.4308], [-3.0500, -5.4945, -4.1218], [-3.6684, 3.7206, 5.1282], [-0.0532, 3.6566, 3.6009], [-3.9593, -5.4396, 0.5630], [0.2850, 1.5833, 3.7626], [4.8070, -1.5678, 1.5156], [-0.0359, 2.3202, 3.0267]], "lowdin_charge": [0.076, -0.126, -0.110, 0.077, 0.087, 0.076, -0.121, -0.098, 0.062, -0.100, 0.051, 0.061, -0.301, -0.299, 0.072, 0.074, 0.085, -0.281, -0.103, -0.116, 0.075, 0.068, 0.074, -0.093, 0.078, 0.469, 0.084, 0.065, -0.272, 0.074, 0.061, 0.073, 0.078, 0.069, 0.076, 0.077, 0.084, 0.080, 0.028, 0.062, 0.074, 0.453, -0.299, 0.078, 0.078, 0.083, -0.303, 0.072, 0.074, 0.094, 0.074, 0.076, -0.294, 0.073, 0.081, 0.069, 0.078, 0.076, 0.071, 0.069, -0.105, 0.072, -0.093, -0.131, 0.077, -0.296, 0.068, -0.108, 0.047, -0.113, 0.082, -0.131, 0.079, 0.070, -0.122, -0.109, 0.460, 0.068, 0.079, -0.307, 0.081, -0.288, 0.066, 0.081, -0.149, -0.181, 0.074, -0.099, 0.069, -0.287, -0.310, -0.301, 0.460, 0.074, -0.117, 0.072, 0.061, -0.093, 0.074, -0.289, -0.071, 0.070, 0.082, -0.477, -0.117, -0.312, 0.060, 0.059, 0.066, 0.053, 0.067, 0.084, 0.077, -0.308, 0.059, 0.076, -0.111, -0.098], "homo_energy_ev": -4.1, "lumo_ev": 2.4, "total_charge": -1, "e_tot_ha": -3357.1565, "gap_ev": 6.51}

[2]
{"formula": "C24H75O31P7", "method": "ωB97M-V/def2-TZVPD", "symbols": ["C", "O", "H", "H", "H", "O", "C", "H", "O", "C", "H", "H", "C", "O", "O", "H", "H", "C", "O", "C", "C", "H", "H", "H", "H", "H", "H", "H", "H", "H", "H", "H", "H", "H", "H", "O", "C", "H", "H", "O", "C", "H", "C", "O", "H", "H", "H", "H", "H", "H", "P", "O", "O", "H", "P", "H", "O", "H", "H", "H", "O", "H", "H", "H", "H", "H", "O", "H", "H", "O", "O", "O", "H", "H", "P", "H", "H", "H", "C", "H", "H", "H", "O", "C", "H", "C", "P", "O", "H", "O", "H", "C", "C", "O", "H", "H", "H", "H", "C", "O", "P", "O", "C", "O", "O", "H", "H", "H", "H", "H", "C", "H", "O", "H", "H", "H", "P", "H", "O", "O", "H", "H", "H", "C", "H", "O", "O", "P", "C", "H", "C", "H", "C", "H", "C", "O", "C"], "coordinates": [[2.7822, 4.5493, -5.8801], [-0.3265, -0.0653, 0.5552], [-3.4975, 2.1163, 3.1615], [-2.0772, 0.7900, 1.1460], [-0.1421, -2.6100, -2.9140], [-1.6132, 2.3556, -5.9307], [1.1333, -5.2187, -3.3620], [-5.0382, 4.4589, -5.3161], [1.4202, -6.9931, -0.9172], [-1.7905, 3.7900, -1.0393], [-0.0189, 3.6243, -6.1162], [6.7220, -1.1887, 3.8461], [-6.0330, 4.6912, -0.5929], [-3.8639, 2.9489, -7.1114], [0.0788, -5.5083, -2.4409], [0.6874, -5.1542, -4.3529], [1.7794, -1.8354, 1.4412], [1.7838, -8.1447, -0.1764], [3.0272, 3.2361, -2.7223], [-0.8011, 3.2092, -6.7559], [-4.7235, 0.8423, -2.1117], [0.5375, -2.7650, 2.2803], [0.9108, 0.3646, 4.7032], [-4.1389, 5.6114, -4.3294], [2.2741, 5.2409, -6.5485], [-1.5682, -4.6514, -0.0154], [3.7613, 4.9689, -5.6348], [4.1944, 2.2534, -1.3216], [-3.0373, 3.6032, 4.0676], [-1.5901, -1.8474, -3.4304], [5.1936, -0.4121, 7.4262], [-3.2940, 0.1171, -6.6507], [2.1478, -5.8216, 2.0341], [-1.6880, 4.0430, 0.0173], [1.5221, 4.3467, 5.5282], [0.1926, -2.5157, 0.2231], [1.7887, -5.8168, 3.0735], [-5.0905, 1.6944, -2.6818], [-1.0406, 3.0541, -1.3381], [-1.0999, -1.2346, -1.5279], [5.8371, -0.5905, 3.6283], [-5.9325, 5.3855, -1.4264], [1.0255, 3.5628, 6.1058], [4.1422, -0.7009, -0.8741], [-1.3227, 3.9943, -7.2948], [1.9288, -5.9630, -3.3879], [-1.5452, -0.5716, 2.1830], [1.1409, 1.7779, 1.2719], [-3.8689, 0.4354, -2.6504], [-0.2319, 2.5588, -7.4220], [0.1474, -1.1057, -0.5523], [-3.0758, 3.3692, -1.4467], [-0.0098, 2.9060, 5.3705], [-0.9818, 1.5697, -3.6549], [-0.2791, 3.3617, 3.8506], [-5.5085, 5.0529, 0.2928], [-4.3395, 1.2493, -0.7851], [3.8022, -0.1525, 8.4752], [-7.0660, 4.5040, -0.2979], [2.2314, -7.8024, 0.7579], [-3.1893, 3.7818, -4.6818], [1.8162, 3.4776, 1.3476], [2.9321, 1.2579, -1.9912], [-2.7870, 2.0067, 4.7996], [-3.4997, -1.4836, 4.5610], [-0.1036, 1.1475, -2.2454], [-2.6179, -1.1247, 4.4340], [0.5294, 0.6714, -3.7931], [5.2089, -1.2132, 2.9878], [1.0534, -6.9875, 3.3542], [2.6195, 1.7928, -4.8035], [0.9227, 2.7029, 3.0559], [3.1705, -0.8126, -0.9449], [2.5406, 2.5780, -0.8335], [2.1360, 2.9033, -3.9714], [0.6158, 4.0517, 6.9856], [0.1127, 3.2103, 1.1793], [2.9808, 3.6195, -6.4163], [-2.7957, 2.5620, 3.8551], [1.5997, -4.2709, -3.0962], [-4.8784, 4.2453, -3.5507], [5.5493, -0.6014, 0.5536], [-5.5452, 3.4208, -1.0446], [-0.8661, -5.4047, 0.3398], [0.1663, -5.0650, 0.3065], [-1.7653, -2.2390, 4.6461], [3.7753, -0.7111, 5.1618], [0.6456, 2.7589, -3.3923], [0.9414, -8.7792, 0.0967], [-0.4365, 4.8130, 3.6537], [-4.6914, -0.2964, -5.6383], [0.0349, 1.4888, -3.2698], [4.4645, -0.7132, 0.5091], [-1.4418, 2.3872, 3.3895], [-1.1134, -5.6153, 1.3803], [1.1775, -4.9288, 3.1892], [1.0725, -0.2460, 3.0532], [-1.5852, -3.1206, -2.1138], [-1.6222, -0.1972, 1.1632], [3.6334, -2.1791, 5.2417], [-0.0044, -6.8774, -1.6579], [3.3472, 0.0669, 6.4992], [-4.3637, 4.5532, -4.4633], [-3.9939, 3.0722, 0.9706], [-1.0492, -6.5450, -0.5009], [4.0039, 0.1750, 0.9625], [-2.2716, -3.0512, 5.1713], [6.1066, 0.2942, 3.0515], [-3.0566, -0.5123, -4.9915], [4.5649, 1.2221, 7.7490], [-1.1024, -2.2378, -2.5402], [2.7090, -5.7722, 3.6615], [5.2333, -0.1499, 4.8447], [-0.9227, -1.9791, 5.2951], [1.7874, 2.8152, 6.3221], [1.1693, -1.3311, 4.4298], [-3.1644, 2.6786, -5.8452], [4.1878, -1.5913, 1.1022], [-3.7590, 1.4105, -5.0451], [2.0507, 4.3339, -4.6818], [-1.2875, -2.6277, 3.7393], [1.5542, -7.7840, 3.1750], [-5.5066, 0.0937, -2.0277], [4.2921, 0.1834, 7.5587], [1.6854, -3.5419, 1.2319], [2.8466, -0.0733, 4.0217], [-0.3515, -8.0747, -2.4126], [-4.1821, 2.8009, -0.4570], [1.0609, -2.6510, 1.3290], [-2.3008, -0.8787, 0.6482], [1.4527, -0.3394, 4.0697], [2.5349, -8.7285, -0.7040], [1.0167, 2.7956, 1.6326], [-1.5188, 4.7022, -1.5772], [3.1646, 2.2737, -1.6737], [1.4287, -0.6940, -1.1419], [-3.6800, 0.1133, -5.6315]], "lowdin_charge": [-0.113, -0.215, 0.064, 0.080, 0.082, -0.220, -0.079, 0.087, -0.229, -0.082, 0.070, 0.096, -0.078, -0.225, -0.215, 0.095, 0.077, -0.094, -0.196, -0.063, -0.074, 0.074, 0.088, 0.092, 0.086, 0.084, 0.092, 0.095, 0.091, 0.081, 0.087, 0.091, 0.060, 0.080, 0.086, -0.209, -0.165, 0.073, 0.070, -0.204, -0.095, 0.084, -0.092, -0.140, 0.093, 0.091, 0.072, 0.071, 0.075, 0.098, 0.419, -0.199, -0.221, 0.076, 0.364, 0.085, -0.204, 0.090, 0.093, 0.066, -0.206, 0.092, 0.067, 0.086, 0.079, 0.052, -0.110, 0.095, 0.059, -0.113, -0.224, -0.221, 0.012, 0.076, 0.379, 0.090, 0.072, 0.080, -0.076, 0.085, 0.067, 0.078, -0.244, -0.089, 0.060, -0.158, 0.395, -0.195, 0.097, -0.231, 0.094, -0.118, -0.181, -0.228, 0.095, 0.064, 0.072, 0.090, -0.052, -0.240, 0.359, -0.210, -0.092, -0.218, -0.197, 0.081, 0.085, 0.095, 0.070, 0.089, -0.070, 0.088, -0.206, 0.072, 0.081, 0.074, 0.389, 0.063, -0.243, -0.214, 0.058, 0.071, 0.095, -0.105, 0.083, -0.201, -0.215, 0.394, -0.101, 0.093, -0.106, 0.093, -0.077, 0.100, -0.073, -0.209, -0.091], "homo_energy_ev": -9.9, "smiles": "COP(=O)(OC)OC.COP(=O)(OC)OC.COP(=O)(OC)OC.COP(=O)(OC)OC.COP(=O)(OC)OC.COP(=O)(OC)OC.COP(=O)(OC)OC.CO.CO.CO", "lumo_ev": 0.3, "e_tot_ha": -5681.9503, "gap_ev": 10.27}